Entry 1:
{
  "formula": "C4H5ClS",
  "method": "ωB97M-V with the def2-TZVPD basis set",
  "symbols": ["S", "C", "C", "C", "Cl", "C", "H", "H", "H", "H", "H"],
  "coordinates": [[2.8026, -0.0813, -0.0648], [1.2467, 0.1164, -0.2285], [0.1629, -1.0604, -0.1819], [-0.8611, -0.0674, 0.3036], [-2.6776, -0.0834, -0.1596], [-0.0158, 1.1317, -0.1789], [0.1969, -1.6413, 0.8001], [0.0629, -1.6754, -1.0310], [-0.9865, 0.0726, 1.3952], [-0.0919, 1.2455, -1.2622], [0.1611, 2.0430, 0.6081]],
  "de_lowest_ev": 2.217,
  "energy_ev": -27584.1352,
  "smiles": "S=C1CC(Cl)C1",
  "orbital_gap_ev": 8.45,
  "total_charge": 0
}

Entry 2:
{
  "formula": "C38H61F18IN3O15",
  "method": "ωB97M-V with the def2-TZVPD basis set",
  "symbols": ["C", "C", "C", "I", "N", "C", "C", "C", "N", "C", "O", "C", "C", "O", "C", "C", "N", "C", "C", "C", "O", "H", "H", "H", "H", "H", "H", "H", "H", "H", "H", "H", "H", "H", "H", "H", "H", "H", "H", "H", "H", "H", "H", "H", "H", "H", "H", "H", "H", "H", "H", "H", "C", "C", "O", "C", "O", "C", "F", "F", "F", "H", "H", "H", "H", "H", "C", "C", "O", "C", "O", "C", "F", "F", "F", "H", "H", "H", "H", "H", "C", "C", "O", "C", "O", "C", "F", "F", "F", "H", "H", "H", "H", "H", "C", "C", "O", "C", "O", "C", "F", "F", "F", "H", "H", "H", "H", "H", "C", "C", "O", "C", "O", "C", "F", "F", "F", "H", "H", "H", "H", "H", "C", "C", "O", "C", "O", "C", "F", "F", "F", "H", "H", "H", "H", "H"],
  "coordinates": [[-5.8349, 2.8028, 0.6474], [-4.5104, 2.5309, -0.0663], [-3.6662, 1.3106, 0.3361], [-4.7020, -0.1591, 1.5662], [-2.4252, 1.6824, 1.1015], [-2.6091, 2.7164, 2.1814], [-2.1420, 4.1377, 1.8430], [-1.9085, 4.8323, 3.2140], [-0.5906, 4.4595, 3.7426], [-0.5937, 4.3123, 5.2070], [-0.9524, 4.1899, 1.0790], [-0.3255, 2.9436, 0.8985], [-1.2796, 2.0095, 0.1667], [-1.8578, 2.5198, -0.9762], [-0.9311, 2.9364, -1.9725], [0.0204, 1.8181, -2.4503], [-0.5890, 0.4884, -2.4170], [0.2780, -0.5757, -1.8821], [-0.5489, -1.6845, -1.1698], [-0.5575, -1.5209, 0.3812], [-1.8599, -1.7689, -1.6762], [-5.7569, 2.8557, 1.7320], [-6.1864, 3.7830, 0.3141], [-6.6106, 2.0970, 0.3614], [-3.8784, 3.4166, -0.0551], [-4.7447, 2.3660, -1.1191], [-3.3870, 0.7487, -0.5448], [-2.1396, 0.8284, 1.5834], [-3.6345, 2.7241, 2.5392], [-1.9977, 2.3774, 3.0199], [-2.9194, 4.7105, 1.3343], [-2.0561, 5.9096, 3.1260], [-2.6471, 4.4407, 3.9197], [0.0613, 5.1910, 3.4963], [-1.2579, 5.0271, 5.7032], [0.4137, 4.4945, 5.5791], [-0.8835, 3.3028, 5.4990], [0.5589, 3.1261, 0.2905], [0.0317, 2.5073, 1.8376], [-0.7608, 1.0648, -0.0277], [-0.3615, 3.8144, -1.6539], [-1.5406, 3.2684, -2.8122], [0.9578, 1.8537, -1.8918], [0.2878, 2.0774, -3.4798], [-0.8628, 0.2068, -3.3465], [0.9943, -0.1619, -1.1721], [0.8743, -1.0425, -2.6727], [-0.0446, -2.6287, -1.3634], [-1.5837, -1.3684, 0.7297], [0.0456, -0.6668, 0.7058], [-0.1250, -2.3952, 0.8627], [-2.3067, -0.9524, -1.4359], [2.5725, -7.2761, -1.2680], [2.7024, -6.8179, 0.1675], [3.4635, -5.5897, 0.2565], [2.8083, -4.4726, 0.0111], [1.6511, -4.3527, -0.2721], [3.7530, -3.2731, 0.1857], [4.9265, -3.4733, -0.4194], [3.9788, -3.0455, 1.4910], [3.2176, -2.1640, -0.3291], [3.5562, -7.3769, -1.7268], [2.0693, -8.2410, -1.3053], [1.9973, -6.5646, -1.8599], [3.2633, -7.5406, 0.7550], [1.7311, -6.6796, 0.6399], [-3.2978, 5.6780, -2.5987], [-4.0647, 4.4874, -3.1299], [-4.1838, 4.5200, -4.5623], [-3.1265, 4.0809, -5.2316], [-2.1108, 3.6555, -4.7613], [-3.4074, 4.1398, -6.7421], [-3.9635, 5.3011, -7.0867], [-4.2543, 3.1513, -7.0744], [-2.2867, 3.9821, -7.4344], [-3.7498, 6.6142, -2.9247], [-3.2901, 5.6547, -1.5083], [-2.2680, 5.6690, -2.9499], [-5.0859, 4.4944, -2.7515], [-3.5945, 3.5527, -2.8205], [6.7862, -4.2653, 1.9837], [6.8441, -3.6080, 3.3445], [7.3022, -4.5300, 4.3523], [8.6159, -4.7013, 4.4347], [9.4535, -4.1627, 3.7763], [8.9257, -5.7036, 5.5586], [8.1080, -6.7634, 5.4914], [8.7505, -5.1225, 6.7550], [10.1783, -6.1328, 5.4822], [6.1719, -5.1664, 2.0201], [6.3710, -3.5826, 1.2590], [7.7820, -4.5568, 1.6495], [5.8497, -3.3051, 3.6666], [7.4774, -2.7215, 3.3378], [3.0958, 6.4405, 0.0850], [2.4215, 6.4450, -1.2694], [1.0089, 6.7153, -1.1482], [0.6769, 7.9975, -1.0270], [1.4181, 8.9312, -1.0130], [-0.8528, 8.1265, -0.9482], [-1.3751, 7.2236, -0.0980], [-1.3925, 7.9060, -2.1562], [-1.2102, 9.3339, -0.5385], [2.6041, 5.7317, 0.7535], [4.1420, 6.1558, -0.0190], [3.0519, 7.4248, 0.5494], [2.4849, 5.4637, -1.7359], [2.8765, 7.1680, -1.9445], [-6.0631, 1.2153, -9.4246], [-6.4064, 0.9408, -7.9767], [-7.8085, 0.6485, -7.8179], [-8.1766, -0.5968, -8.0952], [-7.4671, -1.4894, -8.4510], [-9.6850, -0.7567, -7.8402], [-10.3759, 0.2642, -8.3563], [-9.9176, -0.7934, -6.5189], [-10.1335, -1.8851, -8.3759], [-6.6900, 2.0155, -9.8187], [-5.0187, 1.5131, -9.5117], [-6.2229, 0.3314, -10.0409], [-6.2278, 1.8228, -7.3693], [-5.8111, 0.1236, -7.5698], [5.7684, -7.4392, 8.4250], [6.4875, -8.5694, 7.7217], [5.8453, -9.8350, 7.9768], [4.7826, -10.1046, 7.2326], [4.3105, -9.4130, 6.3786], [4.2371, -11.4962, 7.5961], [4.1711, -11.6613, 8.9206], [5.0396, -12.4438, 7.0938], [3.0193, -11.6666, 7.0898], [5.6898, -7.6438, 9.4932], [6.3144, -6.5065, 8.2855], [4.7592, -7.3119, 8.0341], [7.4998, -8.6761, 8.1052], [6.5527, -8.3993, 6.6491]],
  "de_lowest_ev": 0.216,
  "energy_ev": -132588.1886,
  "orbital_gap_ev": 9.01,
  "total_charge": 1
}